ORCA calculation (wB97M-V/def2-TZVPD) on a 2-piece molecular cluster, C5H8N2O2S overall.

Atoms and positions in Å:
C -0.4164 0.5573 1.2964
C -0.9848 -0.5435 1.9067
C -0.6061 0.2926 -0.0596
C -2.1446 -2.6016 1.0798
C 2.8290 1.5670 -1.6115
N -1.2101 -0.8402 -0.2818
N -1.4458 -1.3586 0.9349
O 0.5054 3.1510 -2.0999
O 1.8663 1.0708 -2.5099
S 0.3750 1.7768 -2.5438
H 0.0458 1.4076 1.7535
H -1.0780 -0.7942 2.9468
H -3.1905 -2.4854 0.7858
H -1.6882 -3.3551 0.4374
H -2.0979 -2.9249 2.1172
H 3.8062 1.4879 -2.0880
H 2.8140 0.9767 -0.6910
H 2.6208 2.6158 -1.3729

The HOMO energy (alpha / beta) comes out at -9.4 / -8.2 eV. The LUMO energy (alpha / beta) is -0.35 / -0.44 eV. As for the energy above the lowest of the compared OMol25 structures with the same formula, charge and spin: 526.7 kJ/mol. The calculation puts the HOMO-LUMO gap (alpha / beta) at 9.07 / 7.80 eV. The total energy is -853.3428 Ha.

***

ORCA calculation (wB97M-V/def2-TZVPD) on one molecule with the formula C5H8N2O3.

Atoms and positions in Å:
C -1.4704 -0.4947 -0.8045
N -0.7164 -0.1046 0.4069
C 0.6547 -1.0593 0.6133
C 0.0888 1.2201 0.3466
C 1.5595 -0.2709 -0.0802
N -1.5710 -0.1329 1.5559
C 2.4150 -0.4176 -1.0738
O -0.0736 1.7819 -0.8882
O 0.5805 -1.8938 1.4663
O 0.2371 1.8518 1.3690
H 0.2518 2.6897 -0.8095
H -1.3866 -1.0365 1.9978
H -1.1913 0.5802 2.1810
H -1.8677 -1.4941 -0.6348
H -2.2818 0.2105 -0.9617
H -0.7944 -0.4930 -1.6547
H 2.5493 -1.3554 -1.6104
H 3.0164 0.4186 -1.4190

The HOMO energy comes out at -8.5 eV. The SMILES is C=C=C([O-])[N@@+](C)(N)C(=O)O. The LUMO energy is 0.34 eV. As for the energy above the lowest of the compared OMol25 structures with the same formula, charge and spin: 396.3 kJ/mol. The calculation puts the HOMO-LUMO gap at 8.83 eV. The total energy is -530.4264 Ha.